(1)
{
  "formula": "C8H25InO9",
  "method": "ωB97M-V/def2-TZVPD",
  "charge": 2,
  "spin_multiplicity": 1,
  "homo_energy_ev": -15.713,
  "symbols": ["In", "O", "O", "O", "O", "O", "O", "O", "O", "O", "C", "C", "C", "C", "C", "C", "C", "C", "H", "H", "H", "H", "H", "H", "H", "H", "H", "H", "H", "H", "H", "H", "H", "H", "H", "H", "H", "H", "H", "H", "H", "H", "H"],
  "positions_angstrom": [[-22.112230, -23.642690, -9.665340], [-25.161490, -24.952890, -9.481330], [-24.085220, -21.674340, -9.011940], [-24.342040, -23.525290, -12.052500], [-23.257340, -25.028570, -14.490360], [-25.451910, -19.407210, -9.616560], [-22.657010, -19.666260, -9.461710], [-24.748760, -20.335930, -5.329570], [-26.347450, -22.228650, -10.173500], [-22.101320, -18.552100, -6.997860], [-24.480870, -25.165150, -13.821140], [-23.506160, -20.214760, -5.919910], [-23.192770, -18.756910, -6.044880], [-23.310000, -18.521800, -10.028190], [-24.972690, -23.800770, -13.248290], [-24.655350, -18.889480, -10.655470], [-26.073210, -24.239790, -8.623600], [-26.958280, -23.258290, -9.431010], [-23.526800, -20.718370, -6.886380], [-22.596480, -24.954240, -13.798010], [-22.822170, -20.798110, -5.303500], [-26.756190, -24.945160, -8.150220], [-24.907300, -22.903840, -11.587870], [-26.050700, -23.770520, -13.089870], [-24.011410, -18.212980, -6.516130], [-25.115710, -25.482470, -14.648420], [-25.081730, -20.250510, -9.345610], [-27.555580, -23.888850, -10.089580], [-24.567650, -19.489090, -11.561480], [-25.499080, -23.692850, -7.875720], [-23.401460, -17.814730, -9.203700], [-25.733300, -25.310630, -10.164450], [-22.664190, -18.054250, -10.771440], [-23.264930, -20.398200, -9.334090], [-25.538060, -21.953940, -9.736440], [-27.584090, -22.934930, -8.599200], [-23.007100, -18.185920, -5.135160], [-25.137810, -17.968540, -10.982900], [-24.754640, -23.031720, -13.989310], [-22.393660, -18.948110, -7.822070], [-24.518120, -21.390650, -8.183300], [-24.444450, -25.915400, -13.031270], [-24.980860, -21.245660, -5.129290]],
  "atomic_forces_ev_per_a": [[-0.4, 0.0, -0.1], [-0.4, 1.1, 0.9], [-0.5, 0.3, 0.1], [1.1, 0.4, 1.3], [0.4, 0.1, 0.8], [0.0, 0.7, -1.0], [0.9, 2.5, -1.3], [-1.3, 0.6, -0.2], [-1.0, -1.4, -0.1], [-0.4, -0.1, 1.9], [-0.4, 0.8, -1.1], [-0.1, -1.3, 1.4], [0.8, 1.9, -2.2], [2.5, -0.6, 0.6], [-0.8, -1.0, -1.3], [-1.9, 0.9, 0.7], [1.2, -0.3, -0.9], [-0.4, -0.5, 0.1], [0.4, 0.3, -0.8], [0.6, 0.0, -0.2], [0.7, 0.2, -0.2], [-0.1, 0.1, 0.1], [-0.2, 0.1, 0.4], [-0.2, -0.3, -0.1], [-0.7, -0.4, 0.2], [-0.6, 0.0, 0.5], [0.1, -0.7, -0.2], [-0.2, 0.4, -0.3], [0.4, -0.7, 0.3], [0.1, -0.2, 0.0], [-0.8, 0.3, 0.0], [0.2, -0.6, -0.4], [0.0, -0.3, -0.2], [-1.0, -1.6, 0.7], [1.1, 0.3, 0.7], [-0.4, 0.8, -0.2], [0.6, -0.7, 0.2], [0.1, 0.2, 0.2], [0.2, 0.0, -0.3], [0.1, -0.2, -0.7], [0.3, -0.7, 0.1], [-0.1, -0.1, 0.1], [0.2, -0.2, 0.4]]
}

(2)
{
  "formula": "C4H5CrLiO2",
  "method": "ωB97M-V/def2-TZVPD",
  "relative_energy_kcal_mol": 15.36,
  "charge": 2,
  "spin_multiplicity": 5,
  "homo_energy_ev": [-15.673, -15.852],
  "s_squared": 6.05,
  "symbols": ["Cr", "O", "O", "C", "C", "C", "C", "Li", "H", "H", "H", "H", "H"],
  "positions_angstrom": [[3.500969, 2.583944, 0.002185], [-2.215106, 0.048329, -0.948039], [2.449390, 1.131714, 0.151737], [-0.592393, -0.957094, 0.507168], [0.829021, -0.568553, 0.380460], [-1.271906, -0.758083, -0.801699], [1.229072, 0.737800, 0.308206], [-3.230336, 1.312316, -0.153031], [-0.753722, -1.124260, -1.708294], [-1.129865, -0.467331, 1.329075], [0.461313, 1.523015, 0.427913], [-0.850814, -2.106382, 0.259107], [1.574379, -1.355418, 0.245217]],
  "atomic_forces_ev_per_a": [[-0.2, -0.5, 0.1], [0.7, -1.4, 0.1], [2.7, 1.1, -0.5], [-1.8, -2.2, -2.0], [1.9, 0.9, -0.4], [-0.2, 4.1, -0.4], [-3.7, -2.2, 0.7], [-0.3, -0.2, -0.2], [-0.5, -0.5, 0.3], [0.0, -0.7, -0.2], [0.3, -0.1, -0.1], [1.2, 1.3, 2.3], [-0.1, 0.3, 0.2]]
}

(3)
{
  "formula": "C3H8N4O",
  "method": "ωB97M-V/def2-TZVPD",
  "relative_energy_kcal_mol": 162.05,
  "spin_multiplicity": 1,
  "homo_energy_ev": -7.594,
  "smiles": "[H]/N=N/N(O)/C(C)=N/C",
  "symbols": ["O", "N", "N", "N", "N", "C", "C", "C", "H", "H", "H", "H", "H", "H", "H", "H"],
  "positions_angstrom": [[0.653604, -0.617667, -2.287760], [0.104977, 0.474602, 0.978191], [0.497171, -1.753810, 0.174633], [1.469831, -2.489954, 0.180426], [0.724554, -0.489162, -0.888219], [-0.859994, 0.383280, 2.020772], [-0.433319, 1.682503, -1.125169], [0.082252, 0.555434, -0.293037], [0.247507, 1.867064, -1.953467], [-0.765977, 1.281696, 2.641280], [-1.408033, 1.426970, -1.541177], [-0.521117, -0.401143, 2.704000], [-0.509820, 2.574260, -0.504605], [1.326879, -1.312781, -2.413332], [1.267613, -3.380440, 0.651987], [-1.876128, 0.199148, 1.655478]],
  "atomic_forces_ev_per_a": [[0.2, -1.3, 0.9], [0.2, -1.0, -0.9], [0.3, -0.2, -1.8], [-0.3, 1.0, -1.3], [0.7, -0.6, 1.5], [0.9, 1.0, 0.5], [-0.1, 0.0, -0.2], [0.0, 0.2, 1.3], [0.0, 0.1, -0.1], [-0.7, 0.2, 0.0], [-0.1, 0.0, -0.1], [-0.5, -0.3, -0.1], [-0.1, -0.1, -0.1], [-0.1, 0.5, -0.4], [-0.3, 0.5, 0.6], [0.1, 0.1, 0.3]]
}

(4)
{
  "formula": "H38O19",
  "method": "ωB97M-V/def2-TZVPD",
  "relative_energy_kcal_mol": 123.87,
  "spin_multiplicity": 1,
  "homo_energy_ev": -10.180,
  "symbols": ["O", "O", "O", "O", "O", "O", "O", "O", "O", "O", "O", "O", "O", "O", "O", "O", "O", "O", "O", "H", "H", "H", "H", "H", "H", "H", "H", "H", "H", "H", "H", "H", "H", "H", "H", "H", "H", "H", "H", "H", "H", "H", "H", "H", "H", "H", "H", "H", "H", "H", "H", "H", "H", "H", "H", "H", "H"],
  "positions_angstrom": [[-1.849147, -4.140178, 0.363998], [2.865693, -3.421612, -1.689833], [-4.306534, 0.066457, 1.460653], [-3.588467, -1.219114, -0.954911], [0.644104, -2.802092, -0.175916], [1.574390, 1.385875, -3.084241], [-2.089909, 0.383122, 4.663295], [0.447203, 1.309956, 5.090587], [1.205630, -2.173026, 3.353458], [1.686008, 3.818045, 0.201548], [2.098567, -1.347867, -2.925549], [-1.210993, 1.160493, -0.688718], [1.792002, -0.112059, -0.735721], [-0.589816, 4.175312, -1.224646], [-2.863697, 2.109145, 2.084445], [4.013455, -1.573465, 1.993257], [-0.142016, -2.373032, -4.472882], [-2.708388, 1.438843, -2.607071], [3.921961, 1.747501, -0.476638], [-2.174419, 0.544065, 3.713705], [-3.079555, 2.953991, 2.494130], [-3.149980, 1.785657, -1.831782], [0.982189, 1.395989, -2.327333], [1.849591, -1.571443, 3.753943], [-4.013677, -2.086121, -0.890048], [1.800016, 2.303936, -3.298003], [1.172644, -2.954881, 3.911832], [-0.938162, 4.203132, -2.125659], [2.237247, -0.971819, -0.625159], [0.513669, -1.718776, -4.214336], [-0.328032, -2.842527, -3.649622], [3.261405, -2.609870, -2.010381], [-1.900242, -0.563925, 4.605448], [-2.653281, -3.664092, 0.055854], [-2.307501, 2.270258, 1.309769], [-3.865010, -0.462804, 2.124345], [-4.133074, 0.999796, 1.324018], [2.359218, -1.054500, -3.824438], [0.276508, -2.662901, -1.053979], [-3.153333, 0.623672, -2.860482], [2.136058, -0.388236, -2.552159], [-1.323112, 1.943444, -1.247679], [3.828084, 2.151979, -1.352483], [0.014054, 0.459894, 5.108971], [0.321624, -3.624615, 0.214846], [0.162688, 2.105072, 4.651424], [-3.776881, -0.815600, -0.089695], [-1.134787, 3.555917, -0.699024], [3.070962, -1.604792, 1.808209], [4.512770, -0.832619, 1.644713], [2.501517, 0.545926, -0.785429], [3.760027, 2.521618, 0.087937], [-0.474283, 0.723208, -1.131643], [0.989835, 3.159020, 0.095720], [1.215616, 4.418404, 0.792560], [1.946230, -3.346023, -1.945435], [-1.406642, -3.321740, 0.642257]],
  "atomic_forces_ev_per_a": [[-1.0, 1.5, -0.1], [0.7, -0.9, 0.4], [-1.6, -1.6, -1.5], [0.0, -0.6, 0.1], [0.0, 0.5, 0.6], [0.3, 0.5, -0.4], [-0.2, -0.9, -0.7], [2.7, 0.2, 1.3], [-0.1, 0.3, 0.0], [-0.2, -0.2, 0.6], [0.6, 3.5, -1.3], [0.8, 1.0, 0.9], [0.0, 0.0, 0.3], [-0.5, -0.4, 0.2], [0.2, 0.3, -0.1], [0.6, -0.8, 0.8], [-0.3, -0.2, 0.0], [-0.3, 0.7, -1.2], [-0.1, 0.7, -0.3], [-0.1, 0.8, 0.0], [0.2, 0.1, -0.1], [-0.5, -0.5, 0.0], [0.0, 0.2, 0.0], [-0.1, -0.3, 0.0], [0.0, 0.3, -0.3], [-0.3, -0.3, 0.2], [0.2, 0.0, 0.0], [-0.2, -0.1, 0.2], [-0.4, 0.2, 0.2], [0.0, 0.0, 0.2], [0.0, 0.1, -0.3], [-0.1, 0.0, -0.2], [-0.1, -0.1, 0.6], [0.3, -1.1, 0.0], [0.1, 0.0, 0.2], [0.4, 1.1, 0.3], [0.9, -0.2, 1.2], [0.0, -1.0, 0.2], [-0.4, -0.3, 0.3], [-0.1, -0.1, 0.3], [-0.5, -2.4, -0.1], [-0.1, -0.8, -0.2], [0.2, -0.3, 0.0], [-1.1, 0.9, -0.8], [0.2, 0.0, -0.7], [-1.2, -0.8, -0.4], [-0.1, 0.3, 0.0], [0.3, 0.8, -0.6], [0.1, 0.6, -0.5], [-0.8, 0.2, -0.3], [0.3, 0.1, 0.6], [-0.2, -0.3, 0.2], [0.0, -0.6, 0.4], [0.3, -0.3, -0.4], [0.4, 0.4, -0.1], [0.2, 0.0, 0.0], [0.5, -0.3, 0.2]]
}

For the records above, the corresponding energy values read -1186.13592, -1357.20215, -413.15781, -1452.24236 hartree.